Entry 1:
{"formula": "C4H8O2", "method": "ωB97M-V with the def2-TZVPD basis set", "elements": ["C", "C", "C", "O", "C", "O", "H", "H", "H", "H", "H", "H", "H", "H"], "coordinates": [[1.5664, -1.2554, -0.1259], [1.1028, 0.3139, 0.2310], [-0.3863, 0.1544, 0.1566], [-0.8108, -0.9839, 0.2348], [-1.4694, 1.1960, -0.0849], [-2.5863, 0.5390, -0.6107], [1.0732, -2.0698, 0.4650], [2.6238, -1.3457, 0.0827], [1.3276, -1.5437, -1.1602], [1.4110, 1.3050, -0.2328], [1.4585, 0.4354, 1.2571], [-1.6903, 1.6548, 0.8954], [-1.1559, 1.9937, -0.7667], [-2.4642, -0.3937, -0.3414]], "smiles": "CCC(=O)CO", "max_force_ev_per_a": 1.85, "energy_ha": -307.640959, "e_homo_ev": -10.070, "gap_ev": 10.88, "relative_energy_kj_mol": 187.6}

***

Entry 2:
{"formula": "C9H17Cl2N", "method": "ωB97M-V with the def2-TZVPD basis set", "elements": ["C", "C", "C", "C", "C", "C", "C", "C", "C", "H", "H", "H", "H", "H", "H", "H", "H", "H", "H", "H", "H", "H", "H", "H", "H", "H", "N", "Cl", "Cl"], "coordinates": [[2.0619, -0.8626, -0.2449], [1.4364, -0.6396, 1.1737], [-0.0773, -0.9783, 1.0494], [-1.4320, -1.4756, -0.9064], [-2.8311, -1.7637, -0.3808], [-3.5819, -0.4222, -0.1802], [-2.7650, 0.5852, 0.5946], [-1.4025, 0.8347, -0.1149], [-0.5877, 1.9527, 0.5273], [1.7905, -1.8132, -0.6790], [1.8045, -0.0581, -0.8904], [1.5739, 0.4036, 1.4547], [1.8636, -1.2531, 1.9411], [-0.0943, -2.1427, 0.9858], [-0.6753, -0.7142, 1.9236], [-0.8224, -2.3914, -0.9007], [-1.4758, -1.1321, -1.9605], [-2.7213, -2.3639, 0.5835], [-3.3120, -2.4237, -1.0778], [-3.8322, -0.0865, -1.2022], [-4.5266, -0.6431, 0.3526], [-2.6887, 0.1923, 1.6087], [-3.3296, 1.5485, 0.5932], [-1.5584, 1.1276, -1.1445], [-1.2107, 2.8357, 0.6889], [-0.2199, 1.6673, 1.5050], [-0.6885, -0.4479, -0.1808], [3.8649, -0.8046, -0.1951], [0.8014, 2.3928, -0.4886]], "smiles": "ClCCCN1CCCC[C@H]1CCl", "max_force_ev_per_a": 1.97, "energy_ha": -1328.258641, "e_homo_ev": -8.402, "gap_ev": 9.24, "relative_energy_kj_mol": 0.0}

***

Entry 3:
{"formula": "C14H17N3Sn", "method": "ωB97M-V with the def2-TZVPD basis set", "elements": ["C", "C", "H", "H", "H", "H", "H", "H", "C", "C", "C", "C", "H", "H", "H", "H", "N", "C", "C", "N", "C", "C", "C", "H", "H", "C", "H", "H", "Sn", "C", "H", "H", "H", "N", "C"], "coordinates": [[0.4013, 0.3358, 4.9718], [0.4953, -0.0546, 3.5609], [1.0789, -0.7051, 5.3140], [1.1378, -0.0920, 5.9237], [0.8284, 1.3455, 5.1143], [0.0360, -1.0287, 3.3726], [1.5292, -0.1432, 3.2121], [0.0110, 0.7306, 2.9476], [2.0483, -0.0539, -0.0235], [3.0441, -0.8887, -0.5226], [2.7690, -1.6675, -1.6455], [1.5168, -1.5637, -2.2527], [2.2303, 0.5930, 0.8333], [4.0142, -0.9136, -0.0311], [3.5057, -2.3635, -2.0383], [1.2464, -2.1180, -3.1434], [0.8046, -0.0185, -0.5666], [0.5414, -0.7045, -1.7170], [-0.7834, -0.5375, -2.3063], [-1.6211, 0.3145, -1.6501], [-2.8814, 0.5132, -2.1154], [-2.5616, -1.1224, -3.8652], [-3.3941, -0.2473, -3.1689], [-3.4945, 1.2579, -1.6016], [-4.4374, -0.1376, -3.4376], [-1.2430, -1.2370, -3.4392], [-0.5590, -1.8840, -3.9655], [-2.9391, -1.6978, -4.7140], [-0.7850, 1.3117, 0.2065], [0.0003, 2.9045, -1.1036], [-0.7152, 3.3795, -1.7867], [0.8571, 2.5200, -1.6658], [0.3466, 3.6406, -0.3695], [-2.0501, 0.1107, 6.0693], [-0.9777, 0.2215, 5.6040]], "max_force_ev_per_a": 3.31, "energy_ha": -921.524132, "total_charge": 2, "e_homo_ev": -14.213, "gap_ev": 6.85, "relative_energy_kj_mol": 124.4}

***

Entry 4:
{"formula": "C23H23FeNO9", "method": "ωB97M-V with the def2-TZVPD basis set", "elements": ["O", "C", "Fe", "C", "O", "C", "O", "C", "C", "C", "C", "C", "C", "C", "H", "H", "H", "H", "H", "H", "H", "H", "H", "C", "C", "O", "C", "C", "C", "O", "O", "C", "C", "C", "C", "C", "C", "N", "O", "O", "C", "C", "O", "H", "H", "H", "H", "H", "H", "H", "H", "H", "H", "H", "H", "H", "H"], "coordinates": [[4.2716, 0.1038, 0.2238], [3.5701, 1.0247, 0.1679], [2.3698, 2.3414, 0.5316], [3.6160, 3.4347, 1.1181], [4.3483, 4.1116, 1.7163], [2.2117, 1.6735, 2.1574], [2.2519, 1.1381, 3.1903], [0.5987, 1.1419, -0.2221], [-0.5455, 1.6779, 0.5311], [-0.4508, 3.1717, 0.9246], [0.9650, 3.6948, 0.8864], [1.5466, 4.0398, -0.3876], [1.4249, 3.1830, -1.4802], [1.3404, 1.7851, -1.2247], [0.7279, 0.0614, -0.1548], [-1.4612, 1.5126, -0.0556], [-0.6855, 1.0806, 1.4494], [-1.0865, 3.7665, 0.2453], [-0.8764, 3.2959, 1.9354], [1.2118, 4.3235, 1.7531], [2.0659, 4.9996, -0.4796], [1.6713, 3.5122, -2.4940], [1.8326, 1.0974, -1.9297], [-4.6839, 0.4139, -1.0673], [-4.0453, -0.3387, 0.0648], [-2.6148, -0.2898, -0.1777], [-1.9383, -1.2562, 0.4969], [-0.5875, -1.5795, -0.0565], [-0.4875, -1.8638, -1.5136], [0.5404, -2.1738, -2.1175], [-1.6602, -1.7299, -2.1597], [-1.5608, -1.8644, -3.5930], [-2.8097, -1.2463, -4.1558], [0.3793, -2.1278, 0.8494], [1.4182, -3.0066, 0.4066], [2.4358, -3.4115, 1.2456], [2.4782, -2.9285, 2.5683], [3.6515, -3.1285, 3.3552], [3.7066, -2.6057, 4.4929], [4.5909, -3.8033, 2.8738], [1.4325, -2.1199, 3.0623], [0.3839, -1.7605, 2.2379], [-2.4469, -1.8520, 1.4343], [-5.7550, 0.5415, -0.8928], [-4.2367, 1.4060, -1.1936], [-4.5668, -0.1460, -2.0019], [-4.2614, 0.1094, 1.0450], [-4.3459, -1.3927, 0.0724], [-0.6621, -1.3511, -3.9530], [-1.5020, -2.9350, -3.8264], [-2.7049, -1.1048, -5.2350], [-3.6785, -1.8957, -3.9924], [-3.0124, -0.2699, -3.6998], [1.4017, -3.3536, -0.6209], [3.2170, -4.0820, 0.8951], [1.4746, -1.7986, 4.1001], [-0.4683, -1.2265, 2.6538]], "s2": 6.11, "max_force_ev_per_a": 2.85, "multiplicity": 5, "energy_ha": -2885.624481, "total_charge": -2, "e_homo_ev": [0.918, -1.453], "gap_ev": [3.24, 4.78]}